No. 1
Below is a 10-piece molecular cluster, C23H46Cl4F6O21P overall, with properties calculated with the ωB97M-V functional and the def2-TZVPD basis.

Structure (ORCA input):
```
! RIJCOSX wB97M-V def2-TZVPD def2/J DEFGRID3
* xyz -1 1
P 0.8315 1.0985 0.3974
F 0.5916 -0.0840 1.4945
F -0.4866 0.6003 -0.4434
F -0.0470 2.1349 1.3047
F 1.1709 2.1827 -0.7499
F 2.2249 1.4815 1.1923
F 1.5878 -0.0053 -0.6216
C -0.3036 -1.8096 -5.1455
O 0.2077 -3.1163 -5.2536
C -0.5738 -4.2045 -5.3822
O -1.7854 -4.2108 -5.4058
O 0.2370 -5.2740 -5.3624
C -0.3736 -6.5800 -5.5389
H -0.8947 -1.7508 -4.2316
H -0.9824 -1.5830 -5.9677
H 0.4764 -1.0505 -5.0862
H -1.2879 -6.6909 -4.9560
H 0.2846 -7.3347 -5.1084
H -0.5632 -6.8739 -6.5713
C 1.6659 4.1181 5.0630
O 1.3910 5.3407 4.3561
C 2.2051 5.8457 3.4181
O 3.3243 5.3536 3.1196
O 1.6915 6.9215 2.7748
C 0.5452 7.5882 3.2250
H 2.1873 3.4750 4.3540
H 0.7791 3.5144 5.2559
H 2.1577 4.2235 6.0301
H 0.7523 8.2988 4.0251
H -0.2119 6.8460 3.4780
H 0.1293 8.1525 2.3903
C -5.8923 -0.4622 -0.3971
O -7.1321 0.0602 -0.7790
C -7.1586 0.9840 -1.7397
O -6.1677 1.3974 -2.3180
O -8.4003 1.1994 -1.9924
C -8.7460 1.8870 -3.1909
H -5.0951 0.2707 -0.5215
H -5.5796 -1.3475 -0.9508
H -5.9182 -0.7114 0.6637
H -8.6564 2.9561 -2.9981
H -9.7068 1.5673 -3.5944
H -8.0726 1.5200 -3.9655
C 6.0783 -2.0936 0.5694
O 5.9294 -1.5701 -0.7421
C 5.9420 -0.2613 -1.0104
O 6.1721 0.6025 -0.1882
O 5.6658 0.0137 -2.3346
C 5.4175 -0.9437 -3.3028
H 5.9122 -3.1630 0.4400
H 5.3258 -1.5933 1.1789
H 7.0189 -1.9582 1.1034
H 4.6808 -1.6306 -2.8863
H 6.3423 -1.4878 -3.4949
H 4.9934 -0.4601 -4.1827
C -3.7947 0.9371 5.1379
O -4.6781 0.6165 6.2119
C -5.0832 -0.6742 6.3221
O -4.7369 -1.6099 5.5957
O -5.9292 -0.7411 7.4043
C -6.3613 -2.0357 7.8044
H -2.9117 0.3017 5.2056
H -3.5116 1.9563 5.4009
H -4.3029 0.9617 4.1739
H -6.8307 -1.9252 8.7819
H -5.5657 -2.7729 7.9121
H -7.1512 -2.3565 7.1253
C 2.9870 -10.2219 -1.7312
O 2.2713 -8.9958 -1.6682
C 2.5285 -8.0299 -0.8135
O 3.4311 -8.0883 0.0258
O 1.7274 -7.0177 -1.0588
C 1.9753 -5.7593 -0.4213
H 2.6039 -10.7610 -0.8648
H 4.0550 -10.1659 -1.5207
H 2.9286 -10.6852 -2.7161
H 2.6295 -5.1647 -1.0589
H 2.4099 -6.0063 0.5473
H 1.0338 -5.2101 -0.4091
C 3.3137 5.2925 -4.2056
O 4.3636 5.0703 -3.2429
C 4.5276 5.9083 -2.2233
O 5.0868 5.5186 -1.2068
O 4.0148 7.1008 -2.3833
C 4.3800 8.2000 -1.5786
H 3.5202 6.0377 -4.9738
H 2.3819 5.6535 -3.7703
H 3.1432 4.3614 -4.7462
H 5.2689 8.6420 -2.0287
H 4.6190 7.9237 -0.5517
H 3.6622 9.0170 -1.6518
C -2.3671 5.2851 -1.1556
Cl -3.5843 5.7186 0.0743
Cl -2.1634 6.5653 -2.4223
H -1.4233 5.1953 -0.6178
H -2.6187 4.2989 -1.5459
C -1.1445 -4.6299 4.7246
Cl -2.1107 -5.2235 3.3528
Cl 0.1394 -5.7706 5.2043
H -0.8483 -3.5986 4.5327
H -1.7684 -4.5011 5.6091
*
```

ΔE to the lowest compared entry with this formula, charge and spin: 1.343 eV
Kohn-Sham gap: 0.3717 Ha
LUMO: 1.988 eV

---

No. 2
Below is C23H46CoGeN6O3Si as an isolated structure, with properties calculated with the ωB97M-V functional and the def2-TZVPD basis.

Structure (ORCA input):
```
! RIJCOSX wB97M-V def2-TZVPD def2/J DEFGRID3
* xyz 1 1
Co 0.4419 -0.4212 -0.1671
C -2.5369 -2.0493 0.9054
C -1.2370 -2.2322 1.6763
C -0.5332 -3.5341 1.3355
C -1.5319 -2.2220 3.1741
O -0.3200 -1.1235 1.3869
Ge -0.1169 0.3326 2.7224
O 0.9101 0.9534 1.1270
C 2.1053 1.7537 1.2585
C 2.1050 2.4546 2.6161
C 3.3339 0.8527 1.1692
C 2.0953 2.8322 0.1784
O -1.6843 1.0771 2.1716
C -2.4988 1.9172 3.0038
C -2.9159 1.1849 4.2761
C -3.7360 2.2526 2.1802
C -1.7339 3.1899 3.3591
H -3.2965 -2.7178 1.3130
H -2.4122 -2.2873 -0.1482
H -2.8862 -1.0208 1.0110
H -1.1865 -4.3772 1.5658
H 0.3805 -3.6375 1.9233
H -0.2889 -3.5709 0.2804
H -2.1410 -3.0943 3.4126
H -2.0972 -1.3386 3.4717
H -0.6154 -2.2835 3.7633
H 2.2235 1.7523 3.4407
H 1.1805 3.0175 2.7575
H 2.9354 3.1612 2.6553
H 3.2957 0.0956 1.9543
H 4.2482 1.4329 1.3121
H 3.3910 0.3375 0.2096
H 1.2917 3.5434 0.3695
H 1.9362 2.4104 -0.8124
H 3.0365 3.3877 0.1923
H -3.5047 0.2992 4.0323
H -3.5298 1.8339 4.9025
H -2.0458 0.8806 4.8628
H -4.2406 1.3334 1.8782
H -3.4621 2.8062 1.2819
H -4.4347 2.8589 2.7588
H -0.8737 2.9572 3.9929
H -2.3691 3.8880 3.9064
H -1.3791 3.6877 2.4539
C -1.3865 2.5874 -0.6570
C -1.7514 1.3199 -1.3500
C -2.7804 1.2216 -2.2645
C -2.9853 0.0241 -2.9596
C -2.1720 -1.0686 -2.7675
C -1.1544 -0.9377 -1.8124
N -1.0167 0.2187 -1.1301
N -0.2012 -1.7757 -1.3645
Si 0.5828 -3.0519 -2.2895
C 0.9105 -2.4934 -4.0430
C 2.1800 -3.4183 -1.4007
C -0.5263 -4.5527 -2.3529
H -0.4765 2.9937 -1.1021
H -1.2023 2.3928 0.3981
H -2.1805 3.3221 -0.7720
H -3.4085 2.0814 -2.4454
H -3.7951 -0.0367 -3.6756
H -2.3087 -1.9938 -3.3080
H 1.6361 -1.6806 -4.0979
H -0.0024 -2.1592 -4.5408
H 1.3086 -3.3289 -4.6244
H 2.0090 -3.7087 -0.3623
H 2.8469 -2.5527 -1.4081
H 2.7039 -4.2416 -1.8910
H -1.5056 -4.3070 -2.7704
H -0.6880 -5.0012 -1.3724
H -0.0809 -5.3139 -2.9982
N 4.5679 1.8895 -2.3351
C 4.1294 1.2984 -3.4543
N 4.8265 1.4493 -4.5812
N 3.0361 0.5504 -3.5229
C 2.3161 0.3462 -2.4694
N 1.6679 0.1008 -1.5429
H 5.3967 2.4574 -2.3283
H 4.0374 1.8212 -1.4821
H 5.6732 1.9862 -4.6278
H 4.4915 0.9876 -5.4091
*
```

Kohn-Sham gap (alpha / beta): 0.2598 / 0.2598 Ha
LUMO (alpha / beta): -3.534 / -3.533 eV

---

No. 3
Below is a 7-piece molecular cluster, C23H46O17 overall, with properties calculated with the ωB97M-V functional and the def2-TZVPD basis.

Structure (ORCA input):
```
! RIJCOSX wB97M-V def2-TZVPD def2/J DEFGRID3
* xyz 0 1
C 1.0562 -6.1814 3.8400
O 1.0828 -7.4998 3.3049
C 1.2695 -8.5706 4.0781
O 1.6390 -8.6133 5.2469
O 0.9922 -9.6094 3.3267
C 1.2761 -10.9033 3.7373
H 0.1271 -5.8714 4.3182
H 1.1973 -5.4259 3.0670
H 1.7696 -6.1073 4.6608
H 0.8267 -11.1453 4.7004
H 2.3220 -11.0093 4.0251
H 0.8596 -11.6536 3.0653
C 3.8427 -2.2005 -4.0271
O 4.3481 -2.4461 -2.7184
C 5.6534 -2.7092 -2.5562
O 6.4468 -2.9009 -3.4729
O 5.9036 -2.9353 -1.2535
C 7.1635 -3.3439 -0.8231
H 2.7553 -2.2750 -4.0168
H 4.3222 -2.8005 -4.8004
H 3.9360 -1.1326 -4.2247
H 7.8621 -2.5108 -0.7460
H 7.6554 -4.0290 -1.5135
H 6.8712 -3.7405 0.1492
C -3.8622 0.2099 -8.2953
O -2.8374 -0.5404 -8.7890
C -2.1372 -0.1423 -9.8684
O -2.5207 0.7611 -10.6460
O -0.9097 -0.8494 -9.8872
C 0.0996 -0.2339 -10.6784
H -3.6471 0.6906 -7.3410
H -4.6742 -0.5147 -8.2349
H -4.2095 0.9434 -9.0230
H 1.1253 -0.5969 -10.6133
H -0.0071 0.8302 -10.4674
H -0.1599 -0.3613 -11.7294
C -5.2909 -6.9496 1.6109
O -6.2336 -6.2480 0.7931
C -5.7992 -5.2486 -0.0464
O -4.6099 -4.8287 -0.0670
O -6.8377 -4.6762 -0.5492
C -6.7880 -3.6399 -1.5108
H -5.5999 -7.9934 1.6668
H -5.1192 -6.5244 2.5998
H -4.3899 -7.0752 1.0105
H -6.1312 -2.7982 -1.2910
H -7.7834 -3.2658 -1.7505
H -6.3772 -4.0657 -2.4263
C -5.6925 8.6568 2.7390
O -6.9599 8.9952 3.2733
C -7.1024 10.1654 3.9113
O -6.2623 10.9411 4.2643
O -8.3936 10.2791 4.2123
C -8.8944 11.3600 4.9175
H -5.7247 8.5253 1.6575
H -5.4567 7.6289 3.0145
H -4.8944 9.2934 3.1210
H -9.0653 12.2467 4.3070
H -8.2981 11.7295 5.7518
H -9.8236 11.0385 5.3879
C 1.0003 3.3358 -0.7951
C 1.1358 2.3523 0.3464
C -0.2018 1.5862 0.5577
O -1.1299 2.4415 -0.2055
C -0.4342 3.1855 -1.2617
H 1.6446 3.1407 -1.6523
H 1.1820 4.3774 -0.5302
H 1.2631 2.8796 1.2918
H 2.0090 1.7561 0.0817
H -0.4280 1.3267 1.5919
H -0.3225 0.6635 -0.0099
H -0.8412 4.1842 -1.4203
H -0.6657 2.7214 -2.2205
C 7.1158 2.5432 4.8401
C 8.0762 2.8352 3.7902
C 7.5478 4.1542 3.2177
O 6.5536 4.5603 4.1241
C 6.7999 3.8575 5.3172
H 7.4844 1.9017 5.6406
H 6.2073 2.0612 4.4789
H 8.0568 2.1345 2.9554
H 9.1221 2.9289 4.0824
H 7.0496 3.9048 2.2808
H 8.3781 4.8525 3.1132
H 5.9585 3.8680 6.0102
H 7.5277 4.3199 5.9839
*
```

SMILES: COC(=O)OC.COC(=O)OC.COC(=O)OC.COC(=O)OC.COC(=O)OC.C1CCOC1.C1CCOC1
ΔE to the lowest compared entry with this formula, charge and spin: 0.408 eV
Kohn-Sham gap: 0.3609 Ha
LUMO: 0.376 eV

---

No. 4
Below is a 7-piece molecular cluster, C23H46O9 overall, with properties calculated with the ωB97M-V functional and the def2-TZVPD basis.

Structure (ORCA input):
```
! RIJCOSX wB97M-V def2-TZVPD def2/J DEFGRID3
* xyz 0 1
C 7.0180 24.4310 27.1300
C 8.1010 25.3790 26.3770
O 7.5600 25.7240 25.0300
C 8.3100 26.4680 24.3290
C 7.5740 26.6840 22.9500
O 9.3720 26.9610 24.5110
H 7.2000 24.3280 28.3090
H 6.8700 23.6090 26.5910
H 6.0450 24.9190 27.1020
H 8.2250 26.0860 26.9450
H 9.0760 24.9230 26.2180
H 6.7460 26.6490 23.2190
H 7.7030 25.8570 22.2250
H 8.0570 27.3970 22.4490
C 12.4250 24.5910 24.9720
C 13.7550 24.0790 24.7950
O 13.7680 22.7080 25.2700
C 14.8020 22.0050 25.3140
C 14.5670 20.5910 25.8040
O 15.9140 22.4060 25.0280
H 11.8820 23.8330 24.5760
H 12.2090 25.5050 24.5380
H 12.1600 24.4890 26.1740
H 14.0170 23.9170 23.6380
H 14.4170 24.6840 25.2280
H 15.4500 20.0690 25.6540
H 13.7820 20.0840 25.2930
H 14.5260 20.6010 26.8640
C 9.6630 29.1550 27.7140
C 8.2970 29.3600 28.3870
C 7.6220 30.7020 28.4700
O 7.6680 28.2750 28.9660
H 10.4810 28.7010 28.2640
H 9.8940 30.1510 27.3070
H 9.5480 28.4370 26.9640
H 8.1360 31.4430 29.0280
H 6.7580 30.5170 29.1200
H 7.4070 31.0930 27.4060
C 13.4020 31.8120 22.7620
C 12.9620 31.1190 21.4110
C 13.2650 31.9720 20.1470
O 12.6680 29.8230 21.3190
H 14.3670 32.1480 22.7410
H 13.1560 31.0960 23.5190
H 12.7670 32.6530 22.9040
H 14.1720 31.6430 19.7340
H 13.3000 33.1700 20.4590
H 12.5520 31.8880 19.3880
C 12.7680 28.5970 25.4080
C 14.0400 28.2310 25.0120
C 14.4050 28.3250 23.5440
O 14.9970 27.8570 26.0030
H 12.7370 29.5930 25.3460
H 12.4630 27.9870 26.3000
H 11.9420 28.2830 24.6430
H 15.2530 27.8320 23.4230
H 14.5920 29.3000 23.3010
H 13.6050 27.8250 22.8530
C 12.4790 23.1320 28.5210
C 11.4770 24.2890 28.5970
C 11.9920 25.7440 28.7720
O 10.2720 23.9240 28.2810
H 13.1250 23.0380 29.4290
H 13.1690 23.0750 27.5990
H 11.9470 22.1620 28.6900
H 12.5650 26.0570 27.9630
H 12.6810 25.7550 29.6020
H 11.2050 26.3710 28.8620
C 17.6850 23.0090 28.0570
C 17.8380 24.4880 27.6430
C 16.6310 25.2550 27.2190
O 18.9800 25.0860 27.5220
H 16.9260 23.0020 28.8060
H 18.6430 22.6800 28.5510
H 17.4860 22.7590 27.0070
H 16.3030 25.9000 28.0300
H 15.6660 24.8170 26.8860
H 16.9370 26.0430 26.3210
*
```

SMILES: CCOC(C)=O.CCOC(C)=O.CC(C)=O.CC(C)=O.CC(C)=O.CC(C)=O.CC(C)=O
ΔE to the lowest compared entry with this formula, charge and spin: 0.239 eV
Kohn-Sham gap: 0.3431 Ha
LUMO: 0.289 eV

---

No. 5
Below is a 3-piece molecular cluster, C23H47BrN8O2P2 overall, with properties calculated with the ωB97M-V functional and the def2-TZVPD basis.

Structure (ORCA input):
```
! RIJCOSX wB97M-V def2-TZVPD def2/J DEFGRID3
* xyz 0 1
C 0.8400 -3.7337 1.1698
C 0.8635 -3.4422 -0.4077
C -0.5745 -3.4983 -1.1287
Br -1.2231 -1.6245 -1.3241
C -1.6275 -4.5003 -0.4581
C -2.9741 -3.9806 0.1366
C -4.0080 -5.0110 0.7543
C -3.6249 -6.5055 0.7250
C -2.2542 -7.0710 0.1563
N -2.0608 -8.4950 0.2423
C -0.7665 -8.8153 -0.2694
C 0.2630 -7.8163 -0.8728
N 0.0207 -6.4147 -0.9862
C -1.2572 -6.0441 -0.4366
H 1.8947 -3.6442 1.6412
H 0.4242 -4.7948 1.3750
H 0.1497 -2.9316 1.6456
H 1.5440 -4.2401 -0.9033
H 1.3705 -2.4314 -0.6574
H -0.3823 -3.8899 -2.2028
H -3.2812 -2.8821 0.1534
H -5.0131 -4.6748 1.2131
H -4.3960 -7.2501 1.1560
H -0.4701 -9.9316 -0.2627
H 1.2698 -8.2171 -1.2490
C 2.0404 0.0133 4.9989
N 3.1891 -0.2226 4.1620
C 3.7878 -1.5227 4.4566
P 3.5224 0.3903 2.6085
O 2.5852 -0.5902 1.8790
N 2.6089 1.7747 2.1683
C 1.7994 2.6069 3.0317
C 1.9725 1.7329 0.8443
N 4.6507 1.5035 3.3951
C 4.8379 1.7947 4.8040
C 5.2976 2.4936 2.5377
H 2.3544 0.0631 6.0481
H 1.2896 -0.7805 4.9090
H 1.5352 0.9530 4.8150
H 4.8815 -1.4383 4.4682
H 3.5068 -2.2730 3.7134
H 3.4921 -1.9020 5.4404
H 0.8188 2.1589 3.2262
H 1.6252 3.5853 2.5704
H 2.2918 2.8293 3.9785
H 1.0307 1.1721 0.8684
H 2.6356 1.2669 0.1111
H 1.7642 2.7416 0.4722
H 3.9908 2.3379 5.2306
H 5.7284 2.4094 4.9721
H 5.0131 0.8924 5.3934
H 4.7764 3.4555 2.5784
H 5.3140 2.1562 1.4981
H 6.3428 2.6508 2.8261
C -1.1897 1.5057 -2.9385
N -1.8207 2.5702 -2.1999
C -1.7095 2.3404 -0.7607
P -2.0530 4.1940 -2.6554
O -0.6047 4.6222 -2.3518
N -1.9163 4.5021 -4.3384
C -1.8798 3.5320 -5.4112
C -1.0657 5.6376 -4.7186
N -3.7405 3.7634 -2.9690
C -4.3705 2.4576 -3.0271
C -4.5882 4.8093 -3.5356
H -1.7167 0.5634 -2.7476
H -0.1397 1.3678 -2.6549
H -1.2166 1.6262 -4.0141
H -2.6571 2.5888 -0.2666
H -0.9179 2.9485 -0.3159
H -1.4971 1.2926 -0.5229
H -0.8850 3.0877 -5.5247
H -2.1370 4.0040 -6.3660
H -2.6189 2.7410 -5.2838
H -0.0051 5.3605 -4.7269
H -1.2013 6.4715 -4.0254
H -1.3311 6.0171 -5.7111
H -4.0522 1.8828 -3.9006
H -5.4612 2.5400 -3.0796
H -4.1837 1.8675 -2.1277
H -4.6662 4.7116 -4.6234
H -4.1872 5.8004 -3.3082
H -5.5972 4.7810 -3.1098
*
```

SMILES: CC[C@H](Br)c1cccc2nccnc12.CN(C)P(=O)(N(C)C)N(C)C.CN(C)P(=O)(N(C)C)N(C)C
ΔE to the lowest compared entry with this formula, charge and spin: 11.145 eV
Kohn-Sham gap: 0.2496 Ha
LUMO: -0.921 eV